(1)
A structure of composition C3H3CeO2 at a distorted geometry. Source: the OMol25 dataset; level of theory: ωB97M-V with the def2-TZVPD basis set.

The geometry in XYZ format:
```
9
C3H3CeO2 ωB97M-V with the def2-TZVPD basis set
C 1.08 -0.30 -0.41
O -0.85 0.06 0.39
C 0.02 -1.15 -0.37
C 0.38 0.82 0.31
O -0.54 -2.18 -0.70
H 2.12 -0.50 -0.66
H 0.76 1.05 1.32
H 0.25 1.75 -0.27
Ce -3.22 0.45 0.39
```

Frontier orbital gap (alpha / beta) in hartree: 0.17423 / 0.16992
F_max in eV/A: 3.48
Energy above the lowest of the compared OMol25 structures with the same formula, charge and spin in kJ/mol: 0.00
Expectation value of S²: 2.001
Charge: +1
2S+1: 3

(2)
The molecule C3H3Cl at a distorted geometry. Source: the OMol25 dataset; level of theory: ωB97M-V with the def2-TZVPD basis set.

The geometry in XYZ format:
```
7
C3H3Cl ωB97M-V with the def2-TZVPD basis set
C 0.09 -0.88 0.28
C -0.47 0.41 -0.12
C -0.57 1.61 -0.43
H -0.37 -1.96 0.45
H 0.53 -0.91 1.31
H -0.66 2.80 -0.76
Cl 1.45 -1.07 -0.73
```

Frontier orbital gap in hartree: 0.40500
F_max in eV/A: 4.50
Energy above the lowest of the compared OMol25 structures with the same formula, charge and spin in kJ/mol: 124.28
Charge: 0
SMILES: C#CCCl
2S+1: 1

(3)
The molecule C3H3Cl at a distorted geometry. Source: the OMol25 dataset; level of theory: ωB97M-V with the def2-TZVPD basis set.

The geometry in XYZ format:
```
7
C3H3Cl ωB97M-V with the def2-TZVPD basis set
C 0.82 -0.98 0.00
C -0.85 0.30 -0.65
C 0.30 0.36 0.26
Cl -2.29 0.07 0.19
H 0.76 -1.43 -0.96
H 0.08 0.61 1.40
H 1.17 1.06 -0.24
```

Frontier orbital gap (alpha / beta) in hartree: 0.27575 / 0.26950
F_max in eV/A: 2.63
Energy above the lowest of the compared OMol25 structures with the same formula, charge and spin in kJ/mol: 526.76
Charge: 0
2S+1: 1

(4)
The molecule C3H3Cl2F at a distorted geometry. Source: the OMol25 dataset; level of theory: ωB97M-V with the def2-TZVPD basis set.

The geometry in XYZ format:
```
9
C3H3Cl2F ωB97M-V with the def2-TZVPD basis set
C -0.85 -0.87 0.60
C 0.09 0.09 0.60
C 0.80 0.40 -0.70
H -1.31 -1.19 -0.32
H 0.36 0.49 1.57
H 1.76 0.05 -0.85
F -0.07 0.14 -1.79
Cl -1.82 -1.24 1.91
Cl 1.04 2.14 -1.02
```

Frontier orbital gap in hartree: 0.39440
F_max in eV/A: 3.84
Energy above the lowest of the compared OMol25 structures with the same formula, charge and spin in kJ/mol: 50.06
Charge: 0
SMILES: F[C@@H](Cl)/C=C/Cl
2S+1: 1